DFT (ωB97M-V/def2-TZVPD) results for a 3-piece molecular cluster, C24H52N2O3P overall in a non-equilibrium geometry.

Computed properties:
- DFT total energy (a.u.) = -1622.01654
- molar mass (g mol⁻¹) = 447.66
- maximum force (eV Å⁻¹) = 3.58
- LUMO (hartree) = 0.0804

The geometry in ORCA input format:
```
! wB97M-V def2-TZVPD RIJCOSX def2/J DEFGRID3
* xyz -1 1
O -3.55 -7.96 -3.34
C -2.58 -7.56 -2.37
C -2.61 -6.02 -2.03
O -2.78 -5.19 -3.19
C -1.67 -4.28 -3.31
O -0.61 -5.01 -3.91
C 0.24 -4.14 -4.69
P 2.06 -4.37 -4.05
C 3.89 -4.44 -3.45
C 4.52 -2.99 -3.36
C 4.50 -2.52 -1.86
C 3.52 -3.01 -0.88
C 3.58 -2.57 0.52
C 4.64 -1.63 0.92
C 5.58 -1.12 -0.08
C 5.55 -1.54 -1.47
H -3.17 -7.82 -4.23
H -1.53 -7.82 -2.68
H -2.79 -8.13 -1.42
H -3.48 -5.85 -1.34
H -1.67 -5.79 -1.45
H -1.41 -3.86 -2.30
H -2.05 -3.43 -3.94
H -0.02 -3.05 -4.59
H 0.24 -4.38 -5.80
H 2.58 -4.10 -5.40
H 2.03 -2.95 -3.68
H 1.53 -4.75 -2.73
H 2.05 -5.80 -4.38
H 4.50 -5.00 -4.23
H 4.02 -5.04 -2.50
H 5.59 -3.06 -3.71
H 4.03 -2.23 -4.03
H 2.74 -3.74 -1.19
H 2.83 -2.99 1.22
H 4.69 -1.29 1.98
H 6.39 -0.39 0.21
H 6.27 -1.17 -2.23
C 1.86 1.83 5.70
C 2.14 1.33 4.29
N 1.00 1.46 3.39
C 1.20 0.75 2.12
C 2.31 1.24 1.19
C 0.42 2.78 3.27
C 1.33 3.92 2.80
H 1.01 1.31 6.14
H 2.73 1.65 6.33
H 1.67 2.91 5.73
H 2.41 0.28 4.37
H 3.03 1.85 3.90
H 0.25 0.74 1.57
H 1.39 -0.30 2.35
H 2.02 2.16 0.67
H 2.50 0.49 0.42
H 3.25 1.41 1.72
H 0.00 3.06 4.25
H -0.46 2.74 2.62
H 2.31 3.90 3.27
H 0.87 4.89 3.06
H 1.45 3.92 1.72
C -2.58 3.24 0.78
C -3.47 4.10 1.67
N -3.50 5.50 1.29
C -4.14 6.35 2.29
C -5.63 6.13 2.57
C -3.88 5.78 -0.09
C -5.24 5.28 -0.57
H -1.56 3.62 0.76
H -2.55 2.22 1.17
H -2.96 3.18 -0.24
H -3.06 4.03 2.69
H -4.47 3.66 1.70
H -3.99 7.40 2.02
H -3.60 6.22 3.23
H -6.26 6.54 1.77
H -5.91 6.65 3.49
H -5.88 5.08 2.70
H -3.11 5.35 -0.74
H -3.81 6.86 -0.27
H -5.46 4.27 -0.24
H -5.26 5.27 -1.67
H -6.05 5.94 -0.25
*
```